{"formula": "C25H35F4IN2O19S2", "method": "the ωB97M-V functional and the def2-TZVPD basis", "species": ["C", "C", "C", "N", "C", "C", "C", "C", "O", "O", "C", "S", "C", "C", "C", "S", "O", "O", "O", "O", "C", "O", "C", "N", "I", "H", "H", "H", "H", "H", "H", "H", "H", "H", "H", "H", "H", "H", "H", "H", "H", "H", "H", "H", "H", "H", "H", "H", "C", "C", "O", "C", "O", "O", "F", "H", "H", "H", "C", "C", "O", "C", "O", "O", "F", "H", "H", "H", "C", "C", "O", "C", "O", "O", "F", "H", "H", "H", "C", "C", "O", "C", "O", "O", "F", "H", "H", "H"], "positions_angstrom": [[-1.403667, -2.995811, 1.860073], [-0.347594, -2.024367, 1.066785], [-0.823171, -1.597693, -0.457162], [-1.953918, -0.618443, -0.527460], [-1.596489, 0.800223, -0.151884], [-2.285166, 0.937523, 1.327231], [-1.646574, 2.052365, 2.328396], [-2.571378, 3.437669, 2.481785], [-3.836094, 3.309821, 2.900524], [-1.927060, 4.741959, 2.185588], [-0.113737, 1.416857, -0.457731], [-0.071705, 3.328816, -0.524196], [1.197476, 0.975101, 0.408247], [2.577223, 1.842855, 0.030088], [2.955855, 2.965714, 1.188514], [3.297745, 4.678702, 0.496656], [2.248872, 5.653659, 1.091466], [4.697031, 5.122957, 1.020620], [3.375280, 4.747335, -1.213353], [-0.000278, 1.141517, -1.929995], [-1.145040, 1.923785, -2.504575], [-1.187544, 2.701815, -3.594025], [-2.363731, 1.613430, -1.401736], [-3.184628, 0.586295, -2.209178], [-3.819033, 3.167296, -0.959224], [-2.292110, -3.387960, 1.206788], [-1.860984, -2.373158, 2.766069], [-0.777677, -3.878999, 2.355472], [-0.207773, -1.048989, 1.715669], [0.729086, -2.539357, 1.035941], [-1.224855, -2.611855, -0.945198], [0.130970, -1.321466, -1.103788], [-2.809372, -0.969613, -0.037090], [-2.190143, -0.112095, 1.889240], [-3.462072, 1.137569, 1.299561], [-1.671382, 1.573454, 3.422571], [-0.531751, 2.343328, 2.139885], [-2.719641, 5.363015, 2.036880], [0.293144, 3.822674, 0.757325], [1.487800, -0.149643, 0.131181], [1.072069, 0.989150, 1.570758], [3.480839, 1.062533, 0.052555], [2.560865, 2.271093, -1.060852], [2.020359, 3.057990, 1.885307], [3.871514, 2.617880, 1.866858], [4.080716, 5.426733, -1.457166], [-4.101617, 0.397867, -1.747859], [-3.311360, 1.070775, -3.143750], [7.399217, -1.571046, -0.296235], [6.421536, -0.497568, 0.040637], [5.199235, -1.189848, 0.157302], [5.539941, -2.444520, 0.565213], [4.752704, -3.248452, 1.036190], [6.874205, -2.690079, 0.389385], [6.312736, 0.390897, -0.972504], [7.437370, -1.787863, -1.369047], [8.409419, -1.337329, 0.050551], [6.637466, 0.028595, 0.976610], [-6.542701, -2.039137, -5.235686], [-5.672969, -0.831978, -5.325297], [-5.089400, -0.750486, -4.044794], [-5.031708, -2.036792, -3.598966], [-4.348622, -2.404966, -2.657846], [-5.827364, -2.866636, -4.340427], [-6.412635, 0.281365, -5.527843], [-7.530348, -1.819529, -4.816502], [-6.673773, -2.530119, -6.203750], [-4.886651, -0.900658, -6.084578], [3.446398, -2.890123, -3.366204], [3.938366, -3.700178, -4.516628], [5.295722, -3.334572, -4.620555], [5.671128, -3.001375, -3.353778], [6.830258, -2.896550, -2.988680], [4.589577, -2.806289, -2.539123], [3.312400, -3.343228, -5.660489], [3.136299, -1.881701, -3.659996], [2.617576, -3.373132, -2.841657], [3.858798, -4.782624, -4.370006], [-3.591624, -0.626571, 7.301247], [-3.623193, 0.786388, 6.827696], [-2.510478, 0.870230, 5.966465], [-2.356049, -0.386644, 5.463382], [-1.679609, -0.653519, 4.484059], [-3.058435, -1.311895, 6.185904], [-3.431924, 1.643791, 7.855285], [-2.932510, -0.769560, 8.164098], [-4.586613, -1.002948, 7.553694], [-4.533044, 1.056341, 6.281056]], "atomic_forces_ev_per_a": [[0.404, 0.506, 1.036], [0.526, 0.280, 0.143], [0.125, -2.284, 0.249], [3.265, -0.549, 0.865], [-2.532, 0.342, -0.008], [-0.079, 0.491, 1.134], [-0.244, 0.918, 1.615], [-4.228, -0.534, 1.416], [7.650, 1.340, -2.693], [-3.477, -2.869, 0.389], [0.371, -0.377, 0.783], [0.176, 0.066, 1.388], [1.506, -1.236, -1.160], [0.927, -1.069, 0.197], [-0.945, -1.965, -0.345], [2.370, 6.041, 4.003], [2.487, -3.919, -2.910], [-4.142, -2.240, -2.420], [0.194, 0.015, 2.164], [-1.634, 2.458, -0.247], [-0.453, 3.194, -2.852], [0.715, -5.981, 7.274], [-0.345, -2.179, -2.040], [0.638, 2.517, -0.742], [0.832, 0.183, 0.143], [1.863, 0.609, 1.089], [0.878, -1.460, -1.968], [-1.639, 1.744, -1.203], [-0.218, -1.909, -1.300], [-2.349, 1.037, -0.090], [0.803, 2.158, 0.942], [-2.273, -0.072, 1.306], [1.352, 0.603, -0.467], [0.097, 2.399, -1.369], [2.584, -0.304, -0.340], [-0.034, 1.182, -2.396], [-2.270, -0.571, 0.124], [1.546, -1.214, 0.517], [-0.593, -0.977, -1.322], [-0.854, 2.432, 0.656], [-0.273, 0.106, -2.297], [-2.055, 1.641, -0.088], [-0.177, -0.681, 2.302], [1.880, 0.412, -1.353], [-1.800, 1.229, -1.844], [-0.993, -1.107, 0.934], [1.060, 0.360, -0.736], [-0.497, -0.822, 1.528], [1.370, 0.057, -0.448], [-0.039, 0.563, -0.346], [0.372, -0.471, 0.544], [-1.599, -2.551, 1.014], [1.773, 1.903, -1.155], [-1.302, 0.058, 0.380], [-0.102, 0.381, -0.057], [-0.180, 0.238, 0.251], [-0.192, -0.178, 0.143], [-0.099, 0.155, -0.159], [-0.856, -0.666, -0.691], [-0.180, 0.840, -0.194], [0.070, -0.869, -0.173], [1.760, -1.318, 2.711], [-1.835, 0.860, -2.249], [0.739, 0.490, 0.560], [0.044, 0.240, -0.162], [0.161, 0.237, -0.062], [0.113, -0.068, 0.238], [-0.095, 0.184, 0.040], [-1.195, 0.277, 0.616], [-0.344, -0.055, -0.829], [0.184, -0.075, 1.053], [2.483, 0.428, 0.976], [-2.642, -0.254, -0.956], [1.214, -0.245, -0.501], [-0.065, -0.163, -0.195], [0.062, -0.173, -0.210], [0.267, 0.075, 0.083], [-0.028, 0.090, -0.189], [-0.607, -0.757, 0.863], [-0.103, 0.835, 0.479], [-0.187, -0.923, -0.475], [1.563, -0.932, -2.077], [-1.454, 0.620, 2.197], [0.626, 0.650, -0.887], [-0.103, 0.216, 0.034], [-0.044, 0.268, -0.082], [0.196, -0.062, -0.198], [0.117, 0.151, 0.109]], "total_charge": 0, "energy_ha": -4005.895852, "smiles": "CCCN[C@@]1(CCC(=O)O)[C@@](S)(CCCS(=O)(=O)O)OC(=O)[C@]1(N)I.O=C1OC[C@@H](F)O1.O=C1OC[C@@H](F)O1.O=C1OC[C@@H](F)O1.O=C1OC[C@@H](F)O1"}

{"formula": "C6H14O", "method": "the ωB97M-V functional and the def2-TZVPD basis", "species": ["C", "C", "C", "C", "C", "C", "O", "H", "H", "H", "H", "H", "H", "H", "H", "H", "H", "H", "H", "H", "H"], "positions_angstrom": [[-1.603617, -0.645387, -1.085522], [-1.082444, -0.319112, 0.316301], [-2.165759, 0.396177, 1.124665], [0.192797, 0.532193, 0.286241], [1.453173, -0.200750, -0.099313], [2.729711, 0.595475, -0.070071], [1.568418, -1.486451, 0.426619], [-2.499512, -1.274191, -1.027013], [-0.868340, -1.183372, -1.695497], [-1.875903, 0.273838, -1.621375], [-0.818241, -1.255942, 0.822582], [-3.084029, -0.200308, 1.166489], [-2.418421, 1.363852, 0.670967], [-1.837178, 0.583295, 2.153884], [0.374388, 0.942750, 1.288154], [0.093931, 1.376438, -0.407687], [1.295551, -0.455669, -1.380999], [2.949200, 0.902578, 0.957752], [2.617273, 1.480252, -0.702528], [3.562914, -0.019212, -0.423411], [1.416078, -1.406460, -0.700243]], "atomic_forces_ev_per_a": [[0.023, -0.019, -0.043], [0.040, 0.018, 0.009], [-0.045, 0.027, 0.044], [0.026, 0.242, 0.106], [-0.355, 1.591, -2.429], [0.052, 0.188, 0.068], [-0.241, -0.663, -2.378], [0.144, 0.095, -0.005], [-0.096, 0.074, 0.093], [0.053, -0.125, 0.078], [-0.097, 0.136, -0.065], [0.131, 0.078, -0.007], [0.042, -0.135, 0.056], [-0.045, -0.031, -0.165], [-0.035, 0.001, -0.024], [-0.162, 0.055, 0.185], [0.114, 1.537, 1.487], [-0.066, -0.011, -0.065], [0.175, 0.000, 0.124], [-0.166, 0.140, 0.018], [0.507, -3.197, 2.913]], "total_charge": 0, "energy_ha": -312.145897}